(1)
Entry from OMol25: a 2-piece molecular cluster, C33H40N3O overall (ωB97M-V with the def2-TZVPD basis set).

Values from the calculation:
- F_max: 2.34 eV Å⁻¹
- Charge: +1
- Relative energy (zero: lowest compared OMol25 entry of this formula, charge and spin): 8.5 kcal/mol
- HOMO-LUMO gap: 6.616 eV

Each line ends with the Mulliken charge.
Element x y z (Å)
1 C 2.54678 5.17349 0.88713  -0.9431
2 N 2.32485 3.76069 0.68488  0.2877
3 C 3.36635 2.89764 0.49044  0.1528
4 O 4.55000 3.21421 0.40679  -0.6873
5 C 2.77696 1.49363 0.37300  -0.1199
6 C 3.27642 0.55509 1.47263  -0.3570
7 C 4.74750 0.24469 1.32030  0.5445
8 C 5.63768 0.53629 2.35871  -0.3698
9 C 7.01193 0.38648 2.15773  -0.5940
10 C 7.49003 -0.10626 0.93529  -0.4598
11 C 6.58995 -0.47010 -0.07517  -0.7304
12 C 5.21549 -0.30391 0.12199  -0.1978
13 N 1.33824 1.74542 0.45148  0.6149
14 C 0.46807 0.71745 0.37610  0.2478
15 C -0.90010 0.86559 0.53542  0.6103
16 C -1.87538 -0.12548 0.53451  -0.1831
17 C -3.26969 0.20758 0.63381  0.4242
18 C -4.27402 -0.79791 0.56849  0.0007
19 C -5.61710 -0.49541 0.75669  -0.9089
20 C -6.02864 0.82250 1.01284  1.1750
21 C -7.46104 1.17516 1.25287  -1.3170
22 C -5.06312 1.83197 1.04656  -1.0012
23 C -3.72481 1.55065 0.83287  -0.7202
24 C 0.99750 3.15720 0.72196  0.1428
25 C 0.37517 3.35511 2.11472  -1.5489
26 C 0.11496 3.79465 -0.36248  -1.5488
27 H 3.61718 5.37600 0.81214  0.3864
28 H 2.01462 5.75929 0.12888  0.2932
29 H 2.19070 5.48829 1.87598  0.3128
30 H 3.03309 1.08819 -0.62379  0.3659
31 H 3.08876 1.03164 2.45010  0.3196
32 H 2.68883 -0.37554 1.43551  0.3481
33 H 5.23730 0.91736 3.30253  0.3291
34 H 7.70443 0.66454 2.95499  0.3741
35 H 8.56451 -0.20772 0.77167  0.3741
36 H 6.95045 -0.87385 -1.02295  0.3773
37 H 4.49756 -0.56940 -0.65942  0.2887
38 H 0.91274 -0.26428 0.19013  0.6974
39 H -1.23010 1.88411 0.70366  -1.2766
40 H -1.59855 -1.18005 0.56506  0.5881
41 H -3.95953 -1.82750 0.37829  0.3142
42 H -6.36841 -1.28468 0.71358  0.4264
43 H -7.54533 2.25353 1.42372  0.3676
44 H -8.09025 0.91409 0.39425  0.3251
45 H -7.86766 0.65755 2.12994  0.3281
46 H -5.37663 2.85752 1.24491  0.2913
47 H -3.02260 2.38573 0.84807  0.3021
48 H 1.08568 3.03186 2.88878  0.3367
49 H 0.13956 4.41819 2.25788  0.4795
50 H -0.54613 2.77918 2.22980  0.4241
51 H 0.65007 3.78642 -1.32141  0.3739
52 H -0.82851 3.26042 -0.48892  0.3565
53 H -0.10984 4.83226 -0.08191  0.4850
54 C -2.07951 -2.45166 -5.13287  -0.4376
55 C -3.18823 -2.41327 -4.27668  -0.6424
56 C -3.03771 -2.69382 -2.91357  -0.3727
57 C -1.77935 -3.06072 -2.42580  0.3020
58 C -1.57606 -3.52402 -1.00474  0.1381
59 C -0.99219 -4.95261 -0.87372  -0.8097
60 C 0.15984 -4.85960 0.13726  -0.6553
61 C 0.45743 -3.36641 0.31622  -0.6361
62 N -0.67673 -2.61882 -0.26174  -0.3713
63 C -0.66070 -3.04586 -3.26550  -0.1083
64 C -0.80695 -2.73611 -4.61834  -0.7802
65 H -2.19939 -2.24961 -6.19873  0.3828
66 H -4.17788 -2.17546 -4.67076  0.3842
67 H -3.88089 -2.63524 -2.21766  0.3016
68 H -2.53867 -3.49968 -0.47765  0.2300
69 H -1.77316 -5.64668 -0.54364  0.3741
70 H -0.61278 -5.30641 -1.84013  0.3260
71 H -0.14403 -5.28733 1.10072  0.2605
72 H 1.04158 -5.40209 -0.22114  0.3298
73 H 0.55521 -3.11294 1.37906  0.3443
74 H 1.41280 -3.10374 -0.17148  0.2683
75 H -0.35027 -1.83162 -0.81959  0.3445
76 H 0.32588 -3.27796 -2.85142  0.3520
77 H 0.07586 -2.73789 -5.25918  0.3730

=====

(2)
Entry from OMol25: C33H40N6PtSSb as an isolated structure (ωB97M-V with the def2-TZVPD basis set).

Values from the calculation:
- F_max: 2.31 eV Å⁻¹
- Charge: +1
- HOMO-LUMO gap (alpha / beta): 6.698 / 5.020 eV
- Spin multiplicity: 3

Each line ends with the Mulliken charge.
Element x y z (Å)
1 Pt -0.45725 -0.24027 -0.40617  1.5268
2 C -2.07595 4.52668 -2.19292  -0.7282
3 C -3.27087 3.81120 -1.99110  -0.6753
4 C -3.29184 2.65457 -1.23108  -0.6019
5 C -2.08270 2.15802 -0.64956  0.8152
6 C -0.95908 2.98510 -0.66998  0.0316
7 C -0.91945 4.09052 -1.50449  -0.6058
8 N -2.07215 0.90514 -0.09875  0.6555
9 C -3.18715 0.22538 0.34228  0.4400
10 C -4.20261 0.77791 1.13215  -0.2779
11 C -5.16845 -0.11276 1.60818  -0.8427
12 C -5.12223 -1.49916 1.45812  -0.5392
13 C -4.07651 -2.11039 0.75129  -0.8056
14 C -3.11314 -1.21870 0.20864  -0.0376
15 N -1.82361 -1.69065 -0.11655  0.8672
16 N -1.62164 -2.98727 -0.31626  -1.3110
17 C -0.43602 -3.08090 -0.98526  0.1609
18 C 0.01175 -4.25401 -1.64124  -0.6929
19 C 1.33092 -4.31470 -2.12775  -0.6029
20 C 2.18162 -3.18514 -1.92653  -0.9568
21 C 1.63906 -2.03120 -1.42197  0.3104
22 N 0.38327 -1.96091 -0.99022  0.6872
23 H -2.03129 5.27125 -2.99398  0.3774
24 H -4.18701 4.19957 -2.40038  0.4316
25 H -4.21553 2.09036 -1.16926  0.4359
26 H -0.07372 2.70454 -0.04365  0.1613
27 H 0.04904 4.65819 -1.65771  0.3386
28 H -4.28231 1.82411 1.29079  0.6622
29 H -5.86255 0.28807 2.31276  0.4014
30 H -5.94950 -2.06383 1.94817  0.3606
31 H -3.90954 -3.20467 0.70710  0.4608
32 H -0.72149 -5.09407 -1.70422  0.4673
33 H 1.61877 -5.28778 -2.52740  0.4184
34 H 3.22795 -3.13264 -2.17157  0.5386
35 H 2.28636 -1.15040 -1.41404  0.2944
36 N -2.72021 -0.89948 -3.50942  -0.3370
37 C -1.46917 -0.51691 -3.75467  0.2799
38 N -0.69657 0.13786 -2.92347  0.0272
39 C 0.60308 0.31485 -3.46692  -0.4238
40 C 1.62077 1.09230 -2.89384  -0.2092
41 C 2.89205 0.97306 -3.48344  -0.6412
42 C 3.02476 0.28711 -4.67020  -0.5048
43 C 2.01194 -0.35262 -5.34281  -0.7105
44 C 0.72978 -0.24283 -4.77731  0.6831
45 S -0.77387 -0.78235 -5.36452  -0.3348
46 H -3.01997 -0.96725 -2.55824  0.0915
47 H -3.26886 -1.48090 -4.16854  0.2597
48 H 1.35945 1.66509 -1.98001  0.5245
49 H 3.75551 1.49103 -3.02212  0.4099
50 H 4.01504 0.28440 -5.13977  0.3598
51 H 2.13001 -0.80305 -6.30372  0.4869
52 C 3.91760 -0.82264 1.10819  -1.3191
53 C 3.25265 0.47728 1.45442  0.3751
54 C 3.50114 1.53280 0.37196  -1.4574
55 Sb 1.04739 0.14838 1.73810  -1.3138
56 C 1.11846 -1.70755 3.06015  0.5190
57 C 2.16207 -1.61928 4.15298  -1.2492
58 C -0.29566 -2.06496 3.55498  -1.4430
59 C 0.35512 1.86036 3.03091  0.8834
60 C -0.58245 1.28872 4.04428  -1.6504
61 C 1.47355 2.59539 3.71793  -1.4819
62 H 5.00761 -0.75658 1.29145  0.4447
63 H 3.72799 -1.04520 0.04378  0.2022
64 H 3.56748 -1.67627 1.67398  0.2784
65 H 3.55919 0.84677 2.44186  0.5600
66 H 2.99846 1.27353 -0.56217  0.1137
67 H 4.60185 1.57863 0.24461  0.4397
68 H 3.17641 2.53257 0.67811  0.3047
69 H 1.34374 -2.48931 2.35799  0.3912
70 H 2.16427 -0.64937 4.69260  0.1532
71 H 3.20853 -1.73529 3.76631  0.2591
72 H 2.01658 -2.35016 4.95085  0.4526
73 H -0.63956 -1.33232 4.28582  0.2961
74 H -0.24463 -3.05007 4.05038  0.4791
75 H -0.94462 -2.15570 2.70407  0.2359
76 H -0.07160 2.55581 2.29671  0.2091
77 H -0.01077 0.76490 4.81144  0.3409
78 H -1.34385 0.61941 3.66454  0.3264
79 H -1.16012 2.08693 4.53072  0.5128
80 H 2.03504 1.99600 4.46516  0.2363
81 H 1.09849 3.42992 4.30841  0.4882
82 H 2.15075 3.11581 3.02104  0.2862